CH2N2O3 | ωB97M-V with the def2-TZVPD basis set

Computed properties:
SMILES: O=NN=O.C=O
Highest occupied orbital energy: -0.36890 hartree
Relative energy (zero: lowest compared OMol25 entry of this formula, charge and spin): 454.8 kJ/mol
Total energy: -10185.3825 eV

Geometry (Å):
N: 2.03743 0.13043 -0.10360
O: 0.49492 -1.49654 -0.32285
O: 2.70666 1.04864 0.22358
N: 1.27932 -0.69596 0.10163
O: -0.78686 0.89984 -0.52197
H: -2.13691 -0.51593 -0.51893
C: -1.60049 0.23333 0.06303
H: -1.99409 0.39619 1.07912

C26H34BiN5OSSe3Te | ωB97M-V with the def2-TZVPD basis set

Computed properties:
Highest occupied orbital energy: -0.22207 hartree
Relative energy (zero: lowest compared OMol25 entry of this formula, charge and spin): 21.3 kJ/mol
Total energy: -257019.9339 eV

Geometry (Å):
H: -0.31762 -0.35114 6.29942
H: 1.62674 -1.00477 -0.75312
Se: -2.79614 2.40694 1.65854
H: -2.07794 -0.85408 -1.81172
H: 1.40137 -0.09966 -4.13515
H: -4.46465 -4.78390 -2.77285
C: 0.71497 0.46272 -3.50805
C: 5.12790 3.39062 -1.27491
H: 0.39469 1.98235 -4.99319
C: 1.11959 -1.24257 -1.69228
C: -0.62372 -0.50079 5.27027
H: -4.95511 -2.53576 -3.30706
H: 0.41412 -2.05482 -1.50241
C: -3.02138 -5.44429 -1.33401
H: -4.55264 -1.30770 -2.09701
N: 2.97487 1.52099 3.00703
C: -3.69211 -4.48113 -2.07448
C: -0.45759 0.73044 -1.44482
H: -1.15850 3.29266 -3.55308
C: -2.02850 -5.05713 -0.44768
S: 2.62334 2.31763 -1.15811
H: 3.75193 1.95885 -3.20992
C: -4.13897 -2.08519 -2.74436
H: 5.06124 3.99454 -2.18453
H: 3.37535 4.49054 -0.48064
Se: -2.63618 4.72983 1.94972
H: -1.78546 -2.25088 5.70503
H: 2.90410 1.25605 2.03150
N: -0.76447 0.34291 -0.09316
C: 0.14731 1.63586 -3.99575
Bi: -0.19926 1.89342 1.50242
Te: -1.20110 5.45244 0.03511
H: -3.72853 -2.55284 2.88034
H: -3.47573 -1.59175 -3.46390
O: 2.33764 1.31470 -0.05342
C: 5.25622 1.91249 -1.63375
H: -3.26698 -6.49196 -1.45566
H: 3.96880 3.17107 0.56269
H: 5.44758 1.32711 -0.72968
N: -1.86546 -1.17272 1.32403
C: -1.02845 1.90622 -1.92530
H: -3.02168 -3.48243 4.19343
H: 3.93800 1.78634 3.16864
C: -1.39690 -0.89131 2.64113
H: -2.54596 -1.91132 1.28057
C: -1.84642 -1.78161 3.62550
N: 2.10205 2.64360 3.20902
C: -0.72106 2.36578 -3.19970
C: -1.44203 -1.56884 4.93447
C: 0.43868 -0.01007 -2.22849
C: -3.40587 -3.12825 -1.94033
H: 2.16276 2.89999 4.18245
H: 6.06577 1.71496 -2.33856
C: -0.59889 0.20605 2.95320
N: -2.09591 -1.36759 -0.94545
H: -0.91160 -3.41473 0.36307
C: -1.71131 -3.71389 -0.30550
C: -2.40561 -2.75113 -1.03684
C: -2.78147 -2.92052 3.29214
C: -0.21758 0.38089 4.28302
H: 5.97966 3.75285 -0.69727
H: 0.39945 1.23459 4.54582
H: -1.71509 2.46126 -1.29121
H: -2.34774 -3.62385 2.57377
C: 3.83347 3.50293 -0.47057
Se: 1.02493 4.64513 0.76492
C: 3.89752 1.53568 -2.20956
H: -1.48310 -5.79869 0.12436
H: 3.68355 0.46627 -2.23036
H: 1.86080 -1.60822 -2.40558
H: 2.36821 3.45662 2.65805
C: -1.51786 -0.70774 0.10978

C6H6N2O2 | ωB97M-V with the def2-TZVPD basis set

Computed properties:
SMILES: Cc1cnc(C(=O)O)cn1
Highest occupied orbital energy: -0.36292 hartree
Relative energy (zero: lowest compared OMol25 entry of this formula, charge and spin): 364.6 kJ/mol
Total energy: -13390.8476 eV

Geometry (Å):
C: 0.64651 1.38401 -0.33288
N: 0.80111 -0.98595 -0.08260
H: 0.90429 2.54251 -0.17367
H: -1.02978 -1.93514 0.39835
C: 1.34848 0.18905 -0.28294
O: 3.32704 -1.07712 -0.23218
C: 2.83963 0.16586 0.08831
C: -2.92718 -0.01593 0.21332
H: -3.22779 1.05510 0.49283
H: -3.41921 -0.30094 -0.63338
C: -1.31048 0.18166 -0.00298
N: -0.61459 1.30542 -0.38513
O: 3.65353 1.12170 0.51053
H: 2.59382 -1.83517 -0.72498
C: -0.65795 -0.92873 0.13223
H: -2.92744 -0.86635 1.01517

C18H29ClIN7O2 | ωB97M-V with the def2-TZVPD basis set

Computed properties:
SMILES: [H]/N=C(/NCCc1ccc(I)c(Cl)c1)N/C(N)=N/[H].CNC(=O)[C@@H](NC(C)=O)C(C)C
Highest occupied orbital energy: -0.33522 hartree
Total energy: -54286.0442 eV

Geometry (Å):
H: 2.63567 1.95571 3.87566
H: 2.04406 0.19878 2.04015
C: -0.30354 2.71497 2.22298
C: 0.33744 5.03205 6.19660
H: -0.07307 4.85089 7.19047
H: -1.36551 -0.64249 6.33140
H: -1.16841 -2.86055 -2.40773
H: 0.86086 0.69315 0.82375
Cl: -1.26224 -7.81145 -4.15396
H: 1.29403 5.54885 6.29685
I: -3.26425 -7.72517 -7.04020
O: 2.24522 4.38425 4.21885
H: -0.83242 3.10945 -2.84608
C: -2.53076 -6.00280 -5.79579
C: 1.06753 0.65918 1.89102
H: 0.29966 0.05142 2.36958
H: -1.90580 -1.79958 -3.60610
C: 1.49219 -0.08869 -3.49488
N: 0.52115 3.76282 5.49505
H: 1.72874 0.23970 4.91721
C: -2.44530 -3.60776 -5.41902
N: 2.57452 -0.69814 -3.21773
C: -1.65489 -3.80234 -4.27873
H: -3.49662 -4.54635 -7.05113
H: 0.34777 -2.36126 -4.99092
N: 1.05882 0.97347 4.75368
C: 1.44774 3.52174 4.56103
H: -2.72612 -2.60444 -5.72640
H: -1.08197 2.15055 2.73332
H: -0.12664 -1.39259 5.30068
C: 1.55963 2.11506 3.94270
C: -0.33617 -0.56922 5.98136
N: 1.53814 1.23660 -3.67693
H: 1.78882 2.66200 1.88736
C: 0.20245 -2.17121 -3.92118
C: -0.15756 0.74350 5.25549
C: 0.72535 1.93895 -2.88973
H: -0.44742 -0.13264 -3.98487
C: -1.73274 -6.20557 -4.65811
O: -1.09851 1.51749 5.16811
N: 0.31092 -0.72890 -3.66977
C: -1.18999 -2.61750 -3.47475
H: 1.55065 1.33465 -1.19497
H: 3.39366 -0.10232 -3.15302
H: -0.15344 3.02580 5.66428
H: 0.33975 -0.60760 6.83359
H: 0.07686 2.24463 -1.01814
H: -0.68620 -5.27528 -3.02970
C: -1.30111 -5.10554 -3.90826
H: -0.35024 5.66575 5.63498
H: 0.96385 -2.74041 -3.37451
H: -0.51848 2.71948 1.15581
C: -2.88100 -4.70207 -6.17035
H: 1.27878 1.46375 -4.62253
H: -0.31763 3.74658 2.57448
N: -0.24496 2.54021 -3.44710
C: 1.07219 2.08339 2.47092
N: 0.89650 2.01707 -1.56475

C5H13N2 | ωB97M-V with the def2-TZVPD basis set

Computed properties:
Highest occupied orbital energy: -0.51244 hartree
Relative energy (zero: lowest compared OMol25 entry of this formula, charge and spin): 416.5 kJ/mol
Total energy: -8366.4941 eV
Charge: +1

Geometry (Å):
C: 0.06221 -1.28776 0.18491
H: 0.42913 1.01443 -0.96264
H: -1.46113 -0.85673 -1.91505
H: -0.97772 2.63332 -0.02384
N: -1.66797 -1.78709 -1.55937
H: -0.98739 0.20359 1.20193
H: 0.96056 -1.88032 0.35067
C: 0.02487 -0.07049 0.90189
H: -1.88999 -1.88206 0.52686
H: 0.62644 3.28823 0.24016
C: -1.11958 -2.07995 -0.21878
H: 2.42016 1.62032 1.05786
C: 0.63981 1.19094 0.08446
C: -0.04512 2.48367 0.51105
H: -0.24877 2.52342 1.57739
H: 2.53716 0.44558 -0.07761
H: 0.61170 -0.19684 1.81172
H: -1.20683 -2.39623 -2.23006
N: 2.07571 1.31719 0.15416
H: -0.84929 -3.12745 -0.20179

> What is the highest occupied orbital energy in the second record?

-0.22207 hartree

> Number 2 is which compound?

C26H34BiN5OSSe3Te

> highest occupied orbital energy of number 5 (C5H13N2)?

-0.51244 hartree

> Which of these has the highest total energy?

C5H13N2